Entry 1:
C7H8O2 | the ωB97M-V functional and the def2-TZVPD basis

energy above the lowest of the compared OMol25 structures with the same formula, charge and spin	307.3	kJ/mol
orbital gap	9.389	eV
SMILES	C[C@]12OC=C[C@@H]1C=CO2
2S+1	1
highest occupied orbital energy	-8.383	eV
strongest force on any atom	3.36	eV/Å

Each line ends with the Löwdin charge.
CARTESIAN COORDINATES (ANGSTROEM)
C1 1.4619 0.8039 -0.0049  0.02
C2 0.4142 -0.1497 -0.5298  -0.51
O1 -0.0987 0.4595 -1.7814  0.00
C3 -1.0917 1.3078 -1.2259  -0.12
C4 -1.4819 1.0602 0.0333  0.00
C5 -0.8125 -0.2945 0.2873  -0.22
C6 -0.4051 -1.3526 1.2961  0.02
C7 0.5486 -1.9830 0.6000  -0.17
O2 0.9008 -1.4782 -0.5773  0.04
H1 2.0246 0.3871 0.8583  0.10
H2 2.1720 1.1678 -0.8533  0.13
H3 0.9890 1.7179 0.4297  0.09
H4 -1.2968 2.2021 -1.8381  0.13
H5 -2.2152 1.5516 0.5984  0.09
H6 -1.4392 -0.8982 -0.3821  0.16
H7 -0.8371 -1.6361 2.2084  0.09
H8 1.1671 -2.8656 0.8811  0.15

Forces on atoms 1 to 2 (eV/Å):
C 1.542 1.400 0.029
C -0.007 0.977 -0.932

Entry 2:
C7H8O2S | the ωB97M-V functional and the def2-TZVPD basis

energy above the lowest of the compared OMol25 structures with the same formula, charge and spin	317.4	kJ/mol
orbital gap	9.391	eV
2S+1	1
highest occupied orbital energy	-8.791	eV
strongest force on any atom	5.03	eV/Å

Each line ends with the Löwdin charge.
CARTESIAN COORDINATES (ANGSTROEM)
C1 2.4062 0.4617 1.2101  -0.28
C2 -0.1904 -0.4192 0.1746  -0.26
C3 -1.1591 -1.4497 0.2483  -0.08
C4 -2.5784 -1.1945 0.0372  -0.12
C5 -2.9246 0.1253 -0.0855  -0.10
C6 -1.9393 1.1550 0.0896  -0.04
C7 -0.6234 0.9228 -0.1504  -0.33
H1 3.4552 0.1188 0.9031  0.04
H2 2.1505 -0.0682 2.2938  0.10
H3 2.0148 1.5717 1.2882  0.08
H4 -1.0847 -2.5293 0.5436  0.11
H5 -3.3704 -1.9989 0.3131  0.13
H6 -4.0383 0.0659 -0.0800  0.11
H7 -2.2929 2.3139 0.2401  0.17
H8 -0.2034 2.6574 -0.7527  0.11
O1 2.0635 -0.4356 -1.4495  -0.54
O2 0.2586 1.9825 -0.2521  0.02
S1 1.6779 -0.7571 -0.0175  0.88

Forces on atoms 1 to 2 (eV/Å):
C -0.875 -1.317 1.727
C 0.471 -0.158 -1.700

Entry 3:
C7H8O3 | the ωB97M-V functional and the def2-TZVPD basis

energy above the lowest of the compared OMol25 structures with the same formula, charge and spin	143.1	kJ/mol
orbital gap	10.276	eV
2S+1	1
highest occupied orbital energy	-10.461	eV
strongest force on any atom	3.80	eV/Å

Each line ends with the Löwdin charge.
CARTESIAN COORDINATES (ANGSTROEM)
C1 -3.6577 0.8193 0.0566  -0.38
C2 -3.3910 -1.1434 -0.0715  -0.40
C3 0.0162 -0.7779 -0.5346  -0.20
C4 -2.3996 -0.0190 0.0559  0.02
C5 -1.0816 0.2090 -0.1550  -0.18
C6 -0.5558 1.5764 -0.0006  -0.03
C7 1.0742 -1.1438 0.4775  -0.10
O1 -3.9554 1.9646 0.0255  0.17
O2 -3.3627 -2.3403 -0.1196  0.16
O3 -4.4598 -0.3023 -0.0280  0.17
H1 -0.5713 -1.6696 -0.9673  0.15
H2 0.4638 -0.3669 -1.3784  0.09
H3 0.0729 1.7542 -0.8258  0.08
H4 -0.0560 1.6937 0.9067  0.07
H5 -1.3420 2.3657 0.1922  0.11
H6 0.7522 -1.6970 1.3162  0.05
H7 1.8255 -0.2597 0.8030  0.13
H8 1.8079 -1.8761 0.0868  0.08

Forces on atoms 1 to 2 (eV/Å):
C 1.753 1.054 0.024
C 2.247 -2.006 0.386